1.
This record from the OMol25 dataset describes 11 unconnected molecules or ions with the total composition C66H55F11. The level of theory is ωB97M-V with the def2-TZVPD basis set.

Properties
* charge: 0
* structure (SMILES): Fc1ccccc1.Fc1ccccc1.Fc1ccccc1.Fc1ccccc1.Fc1ccccc1.Fc1ccccc1.Fc1ccccc1.Fc1ccccc1.Fc1ccccc1.Fc1ccccc1.Fc1ccccc1
* 2S+1: 1

Last column: Löwdin charge in e.
Cartesian coordinates (Å):
F 3.741 -6.396 0.268  0.026
C 3.775 -5.190 -0.410  -0.259
C 3.074 -5.125 -1.577  -0.016
C 2.935 -3.899 -2.190  -0.076
C 3.635 -2.827 -1.683  -0.094
C 4.372 -2.926 -0.529  -0.069
C 4.418 -4.109 0.164  -0.027
H 2.543 -5.954 -2.009  0.123
H 2.412 -3.743 -3.107  0.081
H 3.611 -1.912 -2.247  0.092
H 4.875 -2.091 -0.089  0.093
H 4.842 -4.186 1.129  0.112
F -0.975 -5.842 2.153  0.084
C -0.101 -5.033 2.722  -0.292
C 1.060 -4.660 2.008  0.006
C 1.897 -3.700 2.553  -0.069
C 1.579 -3.052 3.747  -0.090
C 0.461 -3.471 4.444  -0.097
C -0.347 -4.446 3.936  -0.035
H 1.299 -5.007 1.011  0.093
H 2.780 -3.424 2.007  0.077
H 2.269 -2.327 4.168  0.097
H 0.269 -2.941 5.395  0.118
H -1.207 -4.858 4.420  0.115
F -4.896 0.635 1.023  0.021
C -5.244 1.728 1.794  -0.279
C -6.276 2.452 1.311  -0.035
C -6.676 3.575 2.006  -0.075
C -6.012 3.929 3.182  -0.073
C -4.954 3.119 3.652  -0.074
C -4.594 2.010 2.955  -0.023
H -6.839 2.152 0.426  0.129
H -7.492 4.204 1.696  0.103
H -6.246 4.799 3.787  0.101
H -4.499 3.492 4.532  0.097
H -3.779 1.369 3.289  0.116
F -0.139 -4.971 -0.962  0.064
C -0.892 -5.480 -1.916  -0.310
C -1.468 -6.742 -1.722  -0.008
C -2.248 -7.288 -2.746  -0.082
C -2.385 -6.626 -3.974  -0.099
C -1.704 -5.448 -4.183  -0.068
C -0.947 -4.841 -3.142  0.013
H -1.358 -7.160 -0.689  0.130
H -2.672 -8.268 -2.612  0.097
H -2.978 -7.058 -4.797  0.111
H -1.775 -4.963 -5.144  0.084
H -0.460 -3.908 -3.233  0.087
F -0.596 3.318 0.583  0.061
C 0.048 3.867 1.604  -0.297
C 0.643 5.098 1.466  -0.031
C 1.477 5.635 2.439  -0.069
C 1.653 4.889 3.585  -0.108
C 1.131 3.630 3.693  -0.096
C 0.344 3.069 2.711  -0.005
H 0.575 5.683 0.555  0.106
H 2.024 6.574 2.304  0.116
H 2.321 5.281 4.369  0.114
H 1.354 3.067 4.583  0.102
H 0.021 2.027 2.745  0.098
F 2.787 7.209 -3.795  0.032
C 2.612 6.087 -3.025  -0.281
C 3.725 5.478 -2.509  -0.008
C 3.491 4.375 -1.701  -0.073
C 2.212 4.026 -1.340  -0.128
C 1.123 4.635 -1.856  -0.083
C 1.326 5.651 -2.832  0.011
H 4.686 5.880 -2.825  0.125
H 4.301 3.796 -1.292  0.099
H 2.184 3.230 -0.615  0.087
H 0.098 4.261 -1.626  0.113
H 0.497 6.086 -3.342  0.105
F -0.614 0.842 7.087  0.052
C -1.231 0.106 6.129  -0.279
C -2.355 -0.584 6.424  -0.013
C -3.001 -1.290 5.399  -0.077
C -2.486 -1.260 4.151  -0.127
C -1.347 -0.537 3.831  -0.096
C -0.725 0.185 4.824  -0.020
H -2.702 -0.469 7.424  0.114
H -3.933 -1.806 5.611  0.113
H -3.015 -1.745 3.314  0.118
H -1.022 -0.477 2.787  0.101
H 0.242 0.630 4.640  0.100
F -3.160 6.020 -4.196  0.051
C -3.103 5.755 -2.867  -0.286
C -3.516 4.552 -2.372  -0.005
C -3.526 4.420 -0.987  -0.108
C -3.043 5.354 -0.158  -0.115
C -2.521 6.538 -0.663  -0.068
C -2.644 6.753 -2.022  -0.026
H -3.889 3.731 -2.977  0.122
H -3.864 3.496 -0.523  0.101
H -3.032 5.065 0.880  0.106
H -2.161 7.329 -0.022  0.108
H -2.388 7.738 -2.425  0.124
F 4.394 -0.422 3.611  0.060
C 4.120 0.030 2.374  -0.285
C 2.827 0.125 1.911  -0.003
C 2.601 0.664 0.641  -0.064
C 3.670 0.897 -0.202  -0.106
C 4.957 0.765 0.297  -0.098
C 5.197 0.409 1.594  -0.019
H 2.033 -0.187 2.571  0.102
H 1.566 0.674 0.297  0.096
H 3.584 1.115 -1.261  0.107
H 5.734 0.887 -0.431  0.107
H 6.175 0.281 2.014  0.118
F -1.438 -2.976 -6.455  0.035
C -0.110 -2.904 -6.151  -0.306
C 0.693 -3.811 -6.739  -0.036
C 2.080 -3.842 -6.524  -0.055
C 2.561 -2.871 -5.646  -0.086
C 1.700 -1.859 -5.055  -0.066
C 0.336 -1.872 -5.324  -0.008
H 0.225 -4.497 -7.425  0.120
H 2.709 -4.600 -6.963  0.105
H 3.607 -2.834 -5.379  0.095
H 2.154 -1.090 -4.445  0.088
H -0.372 -1.196 -4.874  0.116
F 1.557 -0.634 -2.232  0.050
C 0.411 -0.630 -1.562  -0.331
C -0.421 0.503 -1.595  -0.014
C -1.628 0.483 -0.895  -0.068
C -1.936 -0.638 -0.113  -0.083
C -1.047 -1.727 -0.047  -0.054
C 0.128 -1.726 -0.814  -0.021
H -0.142 1.289 -2.307  0.122
H -2.276 1.327 -0.993  0.088
H -2.918 -0.749 0.354  0.091
H -1.239 -2.639 0.557  0.115
H 0.821 -2.535 -0.771  0.095

2.
This record from the OMol25 dataset describes a molecular structure, C66H63BF4N8PZr. The level of theory is ωB97M-V with the def2-TZVPD basis set.

Properties
* charge: +3
* 2S+1: 1

Last column: Löwdin charge in e.
Cartesian coordinates (Å):
Zr 0.481 -0.700 0.402  1.924
C 2.235 4.367 2.092  -0.003
N 1.429 3.448 1.334  -0.034
C 1.492 2.100 1.408  -0.414
N 0.626 1.529 0.558  -0.019
C -0.003 2.565 -0.080  -0.147
C 0.491 3.768 0.398  -0.092
C 0.118 5.117 0.000  -0.172
C -0.194 6.088 0.949  -0.033
C -0.582 7.351 0.544  -0.050
C -0.658 7.660 -0.804  -0.045
C -0.335 6.700 -1.751  -0.045
C 0.048 5.434 -1.357  -0.012
C -1.134 2.461 -1.018  -0.197
C -0.951 2.367 -2.393  -0.057
C -2.045 2.398 -3.241  -0.051
C -3.322 2.552 -2.729  -0.049
C -3.505 2.674 -1.362  -0.054
C -2.419 2.629 -0.510  -0.031
P 2.606 1.227 2.562  1.221
C 3.339 0.152 1.274  -0.414
N 2.722 -0.487 0.267  -0.024
C 3.726 -1.003 -0.523  -0.140
C 4.958 -0.641 0.011  -0.085
N 4.683 0.087 1.130  -0.039
C 5.655 0.671 2.016  -0.004
C 6.314 -0.972 -0.427  -0.206
C 6.666 -2.309 -0.616  -0.027
C 7.941 -2.632 -1.039  -0.043
C 8.871 -1.634 -1.285  -0.042
C 8.529 -0.305 -1.095  -0.048
C 7.257 0.029 -0.662  -0.036
C 3.484 -1.789 -1.731  -0.183
C 2.319 -2.551 -1.836  -0.075
C 2.090 -3.338 -2.950  -0.048
C 3.017 -3.368 -3.979  -0.056
C 4.166 -2.598 -3.894  -0.035
C 4.401 -1.807 -2.784  -0.009
C 1.297 0.155 3.272  -0.407
N 0.306 -0.502 2.641  -0.017
C -0.534 -0.958 3.632  -0.148
C -0.041 -0.558 4.869  -0.090
N 1.098 0.144 4.613  -0.038
C 1.950 0.756 5.600  -0.006
C -0.536 -0.856 6.211  -0.200
C -0.756 0.156 7.145  -0.040
C -1.217 -0.156 8.412  -0.049
C -1.449 -1.477 8.763  -0.043
C -1.225 -2.486 7.840  -0.042
C -0.780 -2.184 6.566  -0.016
C -1.789 -1.678 3.404  -0.200
C -2.914 -1.377 4.176  -0.021
C -4.092 -2.077 3.988  -0.045
C -4.168 -3.074 3.028  -0.059
C -3.056 -3.380 2.260  -0.043
C -1.871 -2.688 2.446  -0.044
H 3.221 3.936 2.266  0.079
H 1.779 4.584 3.059  0.110
H 2.341 5.299 1.539  0.113
H -0.165 5.846 2.001  0.114
H -0.824 8.093 1.288  0.116
H -0.964 8.645 -1.115  0.118
H -0.377 6.942 -2.800  0.116
H 0.314 4.696 -2.098  0.109
H 0.050 2.317 -2.798  0.117
H -1.897 2.342 -4.309  0.110
H -4.169 2.618 -3.394  0.117
H -4.488 2.843 -0.953  0.111
H -2.557 2.758 0.554  0.127
H 6.596 0.130 1.925  0.111
H 5.306 0.613 3.046  0.083
H 5.830 1.718 1.760  0.111
H 5.942 -3.088 -0.422  0.126
H 8.209 -3.667 -1.177  0.118
H 9.862 -1.890 -1.623  0.119
H 9.251 0.474 -1.284  0.118
H 6.993 1.069 -0.537  0.118
H 1.620 -2.553 -1.010  0.052
H 1.198 -3.944 -3.003  0.121
H 2.853 -4.002 -4.837  0.117
H 4.891 -2.627 -4.691  0.120
H 5.297 -1.211 -2.733  0.120
H 1.823 0.242 6.553  0.111
H 1.689 1.808 5.736  0.111
H 2.994 0.687 5.294  0.083
H -0.595 1.190 6.875  0.117
H -1.394 0.631 9.127  0.117
H -1.808 -1.716 9.752  0.119
H -1.396 -3.514 8.116  0.118
H -0.597 -2.971 5.851  0.125
H -2.867 -0.605 4.929  0.125
H -4.950 -1.860 4.606  0.120
H -5.084 -3.630 2.903  0.116
H -3.099 -4.178 1.535  0.118
H -0.982 -2.982 1.906  0.073
C -0.148 0.228 -6.755  -0.020
C -0.612 -0.990 -5.941  -0.548
C 0.191 -2.240 -6.341  -0.018
C -2.088 -1.246 -6.253  -0.042
C -0.354 -0.744 -4.475  -0.112
C 0.902 -0.310 -4.037  0.034
C 1.131 -0.103 -2.692  -0.109
N 0.197 -0.280 -1.752  -0.045
C -1.042 -0.644 -2.152  -0.191
C -1.327 -0.910 -3.487  0.087
C -2.087 -0.578 -1.104  -0.180
C -3.439 -0.741 -1.365  0.083
C -4.400 -0.533 -0.371  -0.114
C -3.925 -0.068 0.856  0.043
C -2.563 0.071 1.054  -0.107
N -1.652 -0.210 0.123  -0.043
C -5.864 -0.772 -0.655  -0.543
C -6.699 -0.822 0.628  -0.035
C -6.028 -2.104 -1.401  -0.024
C -6.373 0.379 -1.541  -0.016
H -0.371 0.063 -7.804  0.101
H 0.919 0.402 -6.669  0.082
H -0.675 1.124 -6.437  0.087
H 0.006 -2.463 -7.388  0.101
H -0.128 -3.095 -5.749  0.094
H 1.260 -2.096 -6.203  0.078
H -2.203 -1.376 -7.325  0.100
H -2.710 -0.407 -5.950  0.091
H -2.442 -2.157 -5.778  0.091
H 1.705 -0.138 -4.734  0.130
H 2.094 0.269 -2.351  0.129
H -2.319 -1.219 -3.766  0.112
H -3.762 -1.042 -2.347  0.119
H -4.600 0.163 1.663  0.123
H -2.185 0.440 2.004  0.125
H -6.315 -1.575 1.314  0.081
H -7.721 -1.087 0.373  0.100
H -6.730 0.143 1.129  0.090
H -5.546 -2.911 -0.854  0.095
H -5.619 -2.063 -2.406  0.082
H -7.086 -2.334 -1.488  0.099
H -6.360 1.317 -0.994  0.084
H -7.398 0.172 -1.836  0.103
H -5.771 0.486 -2.440  0.081
F 1.579 -4.537 0.398  0.343
B 1.423 -3.948 1.528  -0.901
F -0.188 -2.416 -0.018  -0.395
F 1.740 -2.631 1.600  0.166
F 1.007 -4.516 2.602  0.349

Here are the calculated max |F| numbers, same order: 0.0626 0.0245 (hartree/bohr).
Here are the calculated DFT total energy numbers, same order: -99225.0105 -103493.0732 (eV).
Here are the calculated highest occupied orbital energy numbers, same order: -0.3345 -0.5403 (Eh).